The following is a quantum chemistry calculation of C40H51AsMoN4S7Si as an isolated structure, from the Open Molecules 2025 dataset.

Structure (XYZ):
```
105
Properties=species:S:1:pos:R:3:forces:R:3
Mo -5.8646 -4.6535 22.6849 -2.67 -0.92 -2.71
C -10.7442 -1.6436 27.3783 0.63 0.62 -1.04
Si -10.3152 -2.6316 25.8433 -0.83 -1.42 0.13
C -10.8648 -4.3900 26.1925 0.17 -0.11 -0.48
C -11.1209 -2.0781 24.2211 0.14 1.41 0.80
C -8.4455 -2.8399 25.5384 0.60 1.15 0.49
C -7.5853 -2.1899 26.4436 0.25 -1.78 -1.97
C -6.2144 -2.1298 26.1507 0.68 0.20 0.74
C -5.7222 -2.6624 24.9676 -0.26 1.35 1.85
N -6.5107 -3.3849 24.1993 -1.10 -0.57 -0.54
C -7.8529 -3.4726 24.4139 -0.55 0.73 0.74
S -8.8257 -4.2608 23.2244 1.98 -0.55 -0.29
H -11.6864 -2.0237 27.7481 -0.52 0.26 -0.19
H -10.7473 -0.5740 27.1131 -0.38 -0.27 0.48
H -10.0693 -1.7939 28.2009 0.56 -0.05 0.33
H -11.9207 -4.4938 25.9419 -0.15 -0.06 0.35
H -10.6361 -4.8019 27.1907 -0.13 0.24 -0.47
H -10.3464 -4.9613 25.4124 -0.03 -0.33 0.31
H -11.7885 -1.2009 24.2901 0.37 -0.19 0.31
H -11.7032 -2.7995 23.7116 -0.52 -1.19 -0.25
H -10.3350 -1.8063 23.5398 0.42 0.29 -0.43
H -8.0056 -1.8370 27.3494 -0.02 0.63 0.72
H -5.5374 -1.7472 26.9293 -0.21 0.26 -0.80
H -4.7451 -2.4295 24.5728 0.16 -0.22 0.38
S -4.3866 0.4194 17.4355 0.49 -1.30 0.36
C -4.6113 -0.8902 18.4125 0.06 1.15 0.12
S -6.1014 -0.9090 19.3092 0.43 -1.01 -0.08
C -5.7803 -2.4057 20.1435 0.51 -0.61 0.46
C -4.5318 -3.0317 19.9842 -2.97 1.03 0.94
S -4.2651 -4.5124 20.8358 0.04 -0.26 0.53
S -3.4740 -2.1756 18.9395 0.48 0.59 -1.12
S -7.0530 -2.9839 21.1731 1.25 -0.79 0.41
C -14.0821 -8.4466 18.6581 -0.44 -1.76 -0.36
C -12.7949 -7.7045 18.5061 0.14 1.09 -1.23
C -11.6425 -8.3828 18.1012 0.91 -1.67 -0.68
C -10.4018 -7.7834 17.8743 -0.09 0.44 -0.11
C -9.1344 -8.5460 17.5506 -0.20 -0.29 -1.25
C -10.3579 -6.3799 17.9465 0.48 1.55 0.02
As -8.6751 -5.3610 17.6193 -1.20 -1.64 -1.49
N -6.4691 -6.3097 22.6233 1.99 2.52 0.99
C -7.1614 -7.4518 22.9138 -1.37 -0.76 1.63
C -7.3401 -7.9334 24.2934 0.65 0.38 -2.25
C -7.9274 -9.1526 24.4765 -1.18 -0.35 -1.72
C -8.6143 -9.8099 23.3754 1.06 -0.99 1.97
C -8.5107 -9.3082 22.1204 -0.37 1.05 -1.37
C -7.8181 -8.1151 21.8896 0.33 -0.15 0.62
C -8.0961 -6.0501 15.8260 0.58 0.54 0.12
C -6.7493 -6.4798 15.7546 0.18 -0.31 0.55
C -5.8882 -6.8041 16.9657 -1.13 0.53 1.06
C -6.1237 -6.7615 14.5467 -0.16 1.20 1.00
C -6.7133 -6.3817 13.3528 0.68 -0.47 -1.83
C -5.9236 -6.5335 12.0347 -0.14 1.51 0.41
C -8.0200 -5.9261 13.3618 -0.91 -0.41 1.19
C -8.7524 -5.8345 14.5738 0.59 0.56 -0.05
C -10.1326 -5.3119 14.4514 -2.53 -0.10 -0.41
C -11.5278 -5.6306 18.2578 -0.66 0.31 0.27
C -11.5577 -4.1072 18.2218 -0.06 -0.21 0.32
C -12.7357 -6.2848 18.5304 1.50 -1.65 -0.18
H -14.9720 -7.8069 18.7456 0.43 -0.17 -0.10
H -14.0286 -9.0943 19.5606 -0.09 0.48 -0.35
H -14.2411 -9.2230 17.8112 0.29 1.48 1.16
H -11.6911 -9.4667 17.7870 -0.13 1.09 0.94
H -9.3166 -9.6221 17.5929 0.13 0.10 0.16
H -8.2876 -8.2896 18.1978 -0.31 -0.13 0.10
H -8.7935 -8.3222 16.5031 -0.42 -0.25 0.95
H -6.9891 -7.3518 25.1245 0.43 0.11 0.14
H -7.9005 -9.6014 25.4418 -0.34 -0.22 0.57
H -9.1122 -10.7896 23.5427 0.34 0.94 -0.01
H -9.0023 -9.7232 21.2348 0.05 -0.25 0.60
H -7.8148 -7.6515 20.9291 0.17 0.03 -0.67
H -5.1128 -6.0481 17.1506 -0.38 0.05 0.07
H -5.3571 -7.6814 16.6679 0.36 -0.86 0.42
H -6.4755 -7.0141 17.9367 0.93 0.31 -1.39
H -5.0828 -7.0459 14.6621 -0.08 -0.33 -0.64
H -5.3596 -5.5883 11.8120 -0.27 -0.66 0.56
H -6.5617 -6.5927 11.1369 0.14 -0.64 0.56
H -5.1803 -7.3214 12.1558 -0.25 -0.09 -0.42
H -8.5635 -5.7131 12.4369 0.35 -0.01 0.28
H -10.5716 -5.6039 13.4457 0.50 0.38 1.22
H -10.2241 -4.2163 14.5139 0.46 -0.18 -0.19
H -10.8816 -5.6502 15.2216 0.94 -0.12 -0.57
H -11.5412 -3.7437 17.1851 0.40 0.03 0.26
H -10.7257 -3.6931 18.8477 -0.54 -0.06 -0.64
H -12.5203 -3.7356 18.6212 0.62 -0.20 0.03
H -13.6417 -5.7539 18.6764 -0.56 0.61 0.28
C -2.1292 -4.8953 27.4095 -0.96 -0.65 -0.38
C -2.6147 -3.5098 26.9779 0.31 -1.20 -0.24
N -2.1842 -3.2355 25.6076 0.14 0.19 -0.82
C -2.7308 -3.6864 24.4660 0.50 -0.23 -0.49
S -3.8624 -5.0735 24.3109 -0.10 0.54 0.37
N -2.2882 -3.1801 23.3124 -0.15 0.36 0.40
C -1.1473 -2.2502 23.1740 -0.52 1.16 0.96
C 0.1279 -2.9872 23.4236 0.61 -0.76 -0.59
H -2.6239 -5.1966 28.3483 0.45 0.24 -0.19
H -1.0351 -4.9867 27.4905 -0.47 0.04 -0.07
H -2.5530 -5.5910 26.6363 0.79 0.32 0.72
H -2.2117 -2.7257 27.5996 -0.11 0.33 0.16
H -3.6952 -3.5119 26.9718 -0.29 0.22 0.22
H -1.2927 -2.7243 25.5289 -0.98 -0.32 -0.08
H -2.6505 -3.6529 22.4874 0.19 0.18 0.01
H -1.2048 -1.3739 23.9319 -0.39 -1.32 -1.30
H -1.1731 -1.8315 22.1768 -0.23 0.15 -0.14
H 0.9948 -2.3248 23.3368 -0.13 -0.20 0.04
H 0.2382 -3.8530 22.7237 0.01 0.72 0.57
H 0.0585 -3.3709 24.4311 0.63 -0.39 0.22
```
Forces are in eV/Å.

* 2S+1: 1
* E: -194671.4786 eV
* E_HOMO (spin up / spin down): -0.4273 / -0.4274 Ha
* net charge: +2
* orbital gap (spin up / spin down): 3.9 / 3.9 eV
* LUMO (spin up / spin down): -7.7 / -7.7 eV